Entry 1:
Here is a structure of composition C32H39CdN5O3 at a distorted geometry from the OMol25 dataset. Energies are from ωB97M-V/def2-TZVPD.

CARTESIAN COORDINATES (ANGSTROEM)
Cd 1.274 -0.690 0.301
C 1.649 5.242 -3.885
C 1.371 3.882 -3.263
C 0.304 3.127 -3.669
C -0.059 1.930 -2.987
C -1.253 1.372 -3.441
N -2.151 0.563 -2.896
C -2.318 0.161 -1.514
C -3.712 0.524 -0.952
C -4.064 2.023 -0.885
N -2.917 2.870 -0.410
C -2.084 2.518 0.520
C -2.139 1.446 1.474
C -3.219 1.195 2.335
C -3.059 0.515 3.520
C -4.198 0.229 4.446
C -1.751 0.091 3.802
C -0.658 0.272 2.990
C 0.722 -0.208 3.407
N 1.627 -0.522 2.604
C 3.013 -0.846 3.034
C 3.974 -0.789 1.832
C 4.108 0.496 1.054
N 3.011 0.692 0.085
C 2.944 1.748 -0.613
C 1.944 2.120 -1.647
C 2.153 3.375 -2.182
C 0.855 1.302 -2.059
O 0.688 0.094 -1.725
C -0.838 0.994 1.787
O 0.083 1.222 0.904
H 0.990 5.373 -4.754
H 2.695 5.323 -4.194
H 1.388 6.108 -3.220
H -0.279 3.453 -4.522
H -1.600 1.667 -4.458
H -2.901 0.301 -3.516
H -1.500 0.525 -0.873
H -2.241 -0.893 -1.379
H -3.701 0.097 0.049
H -4.509 0.039 -1.533
H -4.890 2.186 -0.192
H -4.365 2.399 -1.852
H -2.687 3.756 -0.835
H -1.245 3.172 0.594
H -4.179 1.547 2.073
H -5.108 0.087 3.862
H -4.327 1.020 5.180
H -3.967 -0.707 4.993
H -1.569 -0.425 4.731
H 0.915 -0.180 4.490
H 3.052 -1.870 3.400
H 3.272 -0.205 3.859
H 3.750 -1.591 1.121
H 4.975 -1.028 2.186
H 4.954 0.375 0.418
H 4.300 1.384 1.662
H 3.709 2.495 -0.464
H 3.030 3.913 -1.809
C -0.225 -5.071 0.724
C -0.180 -4.482 1.984
C -0.639 -3.209 2.133
C -1.196 -2.504 1.066
C -1.231 -3.117 -0.182
C -0.752 -4.408 -0.337
H 0.235 -6.048 0.551
H 0.195 -5.031 2.820
H -0.608 -2.742 3.114
H -1.626 -1.543 1.231
H -1.637 -2.593 -1.056
H -0.721 -4.928 -1.291
C 3.270 -4.231 -1.660
C 2.480 -2.975 -1.542
N 2.357 -2.247 -2.671
O 2.034 -2.593 -0.460
H 3.085 -4.882 -0.807
H 4.346 -3.960 -1.702
H 3.044 -4.695 -2.608
H 2.642 -2.646 -3.565
H 1.867 -1.364 -2.722

total charge = +2
frontier orbital gap = 7.21 eV
ΔE to the lowest compared entry with this formula, charge and spin = 129.84 kJ/mol
HOMO = -12.98 eV
max |F| = 2.18 eV/Å

---

Entry 2:
Here is a structure of composition C32H39LaN8S from the OMol25 dataset. Energies are from ωB97M-V/def2-TZVPD.

CARTESIAN COORDINATES (ANGSTROEM)
La -0.116 0.139 -0.454
C -0.228 3.768 0.564
N -0.031 2.961 -0.635
C -1.130 3.204 -1.613
C -1.649 1.960 -2.350
C -2.534 2.420 -3.476
C -3.812 2.047 -3.564
C -4.411 1.206 -2.556
C -3.601 0.805 -1.540
N -2.299 1.097 -1.355
C 1.275 3.275 -1.198
C 2.396 2.750 -0.333
C 3.704 3.172 -0.561
C 4.721 2.671 0.225
C 4.406 1.770 1.235
C 3.085 1.401 1.388
N 2.095 1.866 0.623
C -1.242 3.205 1.521
C -1.909 4.079 2.378
C -2.844 3.585 3.262
C -3.105 2.223 3.251
C -2.398 1.434 2.367
N -1.465 1.891 1.522
H -0.539 4.787 0.289
H 0.719 3.867 1.099
H -0.828 3.978 -2.330
H -1.984 3.588 -1.049
H -2.065 3.021 -4.245
H -4.405 2.374 -4.411
H -5.451 0.922 -2.586
H -4.064 0.202 -0.760
H 1.401 4.353 -1.385
H 1.338 2.788 -2.180
H 3.905 3.881 -1.353
H 5.744 2.981 0.060
H 5.166 1.354 1.882
H 2.802 0.692 2.157
H -1.694 5.137 2.324
H -3.374 4.248 3.932
H -3.844 1.778 3.901
H -2.598 0.375 2.330
C -1.791 -2.465 -1.684
C -2.857 -2.266 -0.610
N -2.405 -1.393 0.491
C -2.301 -2.037 1.807
C -0.983 -1.776 2.535
N 0.176 -1.841 1.649
C 0.514 -3.179 1.135
C -0.278 -3.608 -0.095
N -0.459 -2.539 -1.081
H -1.793 -1.616 -2.375
H -2.046 -3.357 -2.273
H -3.173 -3.226 -0.192
H -3.738 -1.840 -1.087
H -2.994 -0.572 0.525
H -2.428 -3.111 1.673
H -3.124 -1.735 2.466
H -0.905 -2.496 3.364
H -0.985 -0.782 2.987
H 0.986 -1.510 2.162
H 0.388 -3.941 1.917
H 1.573 -3.160 0.880
H -1.258 -3.989 0.185
H 0.248 -4.460 -0.540
H 0.250 -2.604 -1.802
S -0.198 1.000 -3.094
C 2.254 -0.791 -1.449
C 2.899 -1.937 -0.890
C 3.688 -1.886 0.290
C 4.161 -3.020 0.910
C 3.887 -4.286 0.386
C 3.179 -4.373 -0.817
C 2.715 -3.235 -1.437
C 4.329 -5.477 1.055
N 4.664 -6.439 1.591
H 1.962 -0.924 -2.492
H 2.813 0.141 -1.333
H 3.931 -0.919 0.711
H 4.753 -2.935 1.813
H 3.006 -5.341 -1.268
H 2.204 -3.327 -2.390

total charge = 0
frontier orbital gap = 5.62 eV
ΔE to the lowest compared entry with this formula, charge and spin = 26.28 kJ/mol
HOMO = -5.71 eV
max |F| = 0.87 eV/Å

---

Entry 3:
Here is a cluster of 2 separate species, C32H39N4O2 in total at a distorted geometry from the OMol25 dataset. Energies are from ωB97M-V/def2-TZVPD.

CARTESIAN COORDINATES (ANGSTROEM)
C 1.411 3.525 -0.753
C 0.103 2.901 -0.194
C -0.692 2.548 -1.407
C -0.177 3.146 -2.543
N -0.686 3.210 -3.798
C -1.970 2.563 -4.045
C -2.258 2.411 -5.537
O -1.967 3.611 -6.263
C -0.578 3.940 -6.194
C -0.097 4.152 -4.761
C 1.148 3.822 -2.238
H 1.686 4.429 -0.204
H 2.260 2.834 -0.662
H 0.313 2.068 0.485
H -0.416 3.655 0.421
H -1.637 2.015 -1.353
H -1.969 1.569 -3.579
H -2.794 3.144 -3.592
H -1.678 1.550 -5.934
H -3.334 2.255 -5.705
H 0.042 3.154 -6.673
H -0.504 4.878 -6.761
H -0.334 5.200 -4.480
H 1.000 4.062 -4.749
H 1.092 4.909 -2.413
H 1.962 3.435 -2.868
C 1.180 -3.889 4.877
N 1.120 -2.819 3.909
C 2.046 -1.813 3.902
O 2.961 -1.689 4.711
C 1.714 -0.898 2.732
C 2.813 -0.865 1.673
C 4.111 -0.294 2.200
C 5.277 -1.065 2.165
C 6.441 -0.585 2.770
C 6.452 0.691 3.346
C 5.304 1.490 3.313
C 4.130 1.000 2.732
N 0.461 -1.463 2.236
C -0.146 -0.867 1.188
C -1.359 -1.276 0.651
C -2.092 -0.703 -0.392
C -3.317 -1.293 -0.862
C -4.098 -0.696 -1.895
C -5.269 -1.287 -2.346
C -5.725 -2.493 -1.784
C -6.934 -3.094 -2.253
N -7.928 -3.578 -2.641
C -4.981 -3.101 -0.762
C -3.809 -2.519 -0.315
C 0.047 -2.702 2.934
C 0.038 -3.932 2.017
C -1.299 -2.585 3.658
H 2.080 -3.758 5.483
H 0.297 -3.876 5.532
H 1.223 -4.863 4.372
H 1.533 0.119 3.124
H 2.969 -1.888 1.292
H 2.457 -0.255 0.829
H 5.244 -2.051 1.692
H 7.329 -1.217 2.799
H 7.364 1.066 3.816
H 5.309 2.489 3.753
H 3.218 1.607 2.707
H 0.382 0.000 0.776
H -1.754 -2.166 1.134
H -1.735 0.201 -0.887
H -3.769 0.248 -2.334
H -5.860 -0.832 -3.145
H -5.324 -4.038 -0.321
H -3.263 -3.038 0.474
H 1.049 -4.112 1.625
H -0.285 -4.804 2.601
H -0.652 -3.800 1.178
H -1.236 -1.810 4.434
H -2.110 -2.335 2.970
H -1.530 -3.549 4.129

total charge = +1
frontier orbital gap = 4.59 eV
ΔE to the lowest compared entry with this formula, charge and spin = 158.73 kJ/mol
HOMO = -9.84 eV
max |F| = 2.95 eV/Å